P | DFT (the ωB97M-V functional and the def2-TZVPD basis) results for a 2-piece molecular cluster, C2H6NP overall.

Element x y z (Å)
C (0.0130, -0.0677, 1.3375)
C (0.7235, -0.0963, -1.3869)
N (-0.8655, 0.6812, 0.4769)
P (-0.5862, -0.7654, -0.2690)
H (1.1145, 0.3040, 1.1750)
H (-0.3525, -0.4349, 2.2889)
H (1.6356, -0.4791, -0.9852)
H (0.5564, 1.0538, -1.1820)
H (0.4268, -0.4747, -2.3213)
H (-2.6655, 0.2792, 0.8662)

Atomic partial charges in e from the natural (NBO) method, atoms 1 to 6: number 1, C, carries -0.547; number 2, C, carries -0.946; number 3, N, carries -0.678; number 4, P, carries 0.826; number 5, H, carries 0.225; number 6, H, carries 0.239

Q | DFT (the ωB97M-V functional and the def2-TZVPD basis) results for C2H6NP in the gas phase.

Element x y z (Å)
C (-0.3740, 0.6045, 0.5785)
C (0.9079, 0.1945, -0.1221)
N (0.3582, -1.0533, -1.3024)
P (-0.8868, -1.9099, -0.9992)
H (-0.8696, -0.1604, 1.0851)
H (-0.3648, 1.4422, 1.2493)
H (-1.0298, 0.7921, -0.1860)
H (1.6249, -0.2140, 0.4404)
H (1.0976, 0.9293, -0.8912)
H (-0.5204, -2.7614, -2.0933)

As for the SMILES: [H]/P=N/CC.

Atomic partial charges in e from the natural (NBO) method, atoms 1 to 6: number 1, C, carries -0.648; number 2, C, carries -0.164; number 3, N, carries -0.887; number 4, P, carries 0.733; number 5, H, carries 0.207; number 6, H, carries 0.218

R | DFT (the ωB97M-V functional and the def2-TZVPD basis) results for a 2-piece molecular cluster, C2H6NP overall.

Element x y z (Å)
C (-0.8699, -0.9625, 0.2449)
C (-0.8608, 0.4495, 0.1063)
N (0.1378, -0.2436, -0.6012)
P (1.8506, -0.2764, -0.0093)
H (-0.4519, -1.3687, 1.2236)
H (-1.5220, -1.5312, -0.3360)
H (-1.6608, 1.0915, -0.9496)
H (-0.8161, 1.2807, 0.7290)
H (1.8330, 0.9916, 0.6750)
H (2.3600, 0.5690, -1.0826)

Atomic partial charges in e from the natural (NBO) method, atoms 1 to 6: number 1, C, carries -0.273; number 2, C, carries -0.188; number 3, N, carries -0.651; number 4, P, carries 0.462; number 5, H, carries 0.196; number 6, H, carries 0.212

From most stable to least stable, the computed energies give Q, R, P.

P | DFT (the ωB97M-V functional and the def2-TZVPD basis) results for CH4N2OS in the gas phase.

Element x y z (Å)
C (-0.9517, 0.1766, 0.2337)
H (-0.3649, -1.5264, 1.3217)
H (-1.6851, -0.5878, 1.8676)
H (0.0736, 1.0390, -1.4574)
H (2.2162, 0.4778, 0.3603)
N (-0.7452, -0.4987, 1.4769)
N (0.1089, 0.3685, -0.6779)
O (-1.9964, 0.7224, -0.0768)
S (1.6185, -0.3331, -0.5295)

As for the SMILES: NC(=O)NS.

Atomic partial charges in e from the natural (NBO) method, atoms 1 to 6: number 1, C, carries 0.777; number 2, H, carries 0.396; number 3, H, carries 0.396; number 4, H, carries 0.428; number 5, H, carries 0.092; number 6, N, carries -0.851

Q | DFT (the ωB97M-V functional and the def2-TZVPD basis) results for CH4N2OS as an isolated structure.

Element x y z (Å)
C (-0.2308, 0.6408, -0.4039)
H (-1.3694, -0.5326, 0.9401)
H (-2.1247, 0.2931, -0.5667)
H (1.5590, 0.3049, -0.6756)
H (1.7935, -1.5084, 1.3057)
N (-1.3029, 0.0703, -0.1062)
N (1.0469, 0.2043, 0.3238)
O (0.7540, -1.2620, 0.6042)
S (-0.1256, 1.7897, -1.4214)

Atomic partial charges in e from the natural (NBO) method, atoms 1 to 6: number 1, C, carries 0.146; number 2, H, carries 0.422; number 3, H, carries 0.412; number 4, H, carries 0.374; number 5, H, carries 0.476; number 6, N, carries -0.742

From most stable to least stable, the computed energies give P, Q.

P | DFT (the ωB97M-V functional and the def2-TZVPD basis) results for a 2-piece molecular cluster, CH4N2OS overall.

Element x y z (Å)
C (-1.5297, 0.0207, -0.5597)
N (-3.7105, -0.5237, 0.1826)
N (-2.5680, -0.1866, -0.0486)
O (3.8930, -0.1007, -0.3330)
S (2.3898, -0.3708, 0.3108)
H (-0.4908, -0.0315, -0.4066)
H (1.8227, 0.7777, -0.1185)
H (-4.2985, 0.1671, 0.6355)
H (4.4919, 0.2478, 0.3373)

Atomic partial charges in e from the natural (NBO) method, atoms 1 to 6: number 1, C, carries -0.056; number 2, N, carries -0.518; number 3, N, carries 0.008; number 4, O, carries -0.843; number 5, S, carries 0.287; number 6, H, carries 0.213

Q | DFT (the ωB97M-V functional and the def2-TZVPD basis) results for CH4N2OS as an isolated structure.

Element x y z (Å)
C (-0.2580, 0.3046, -0.1273)
H (-2.3185, 0.5808, -0.5695)
H (-1.7138, -1.3288, -0.2489)
H (0.7402, -1.3057, 0.8056)
H (2.3170, 0.8590, 0.8259)
N (-1.5383, -0.1375, -0.2810)
N (0.6754, -0.6761, -0.0129)
O (0.0318, 1.5566, -0.0439)
S (2.0643, 0.1470, -0.3478)

Atomic partial charges in e from the natural (NBO) method, atoms 1 to 6: number 1, C, carries 0.729; number 2, H, carries 0.440; number 3, H, carries 0.414; number 4, H, carries 0.419; number 5, H, carries 0.098; number 6, N, carries -0.842

From most stable to least stable, the computed energies give Q, P.

P | DFT (the ωB97M-V functional and the def2-TZVPD basis) results for a 2-piece molecular cluster, CH4N2OS overall.

Element x y z (Å)
C (0.8361, -1.6615, -1.3899)
N (1.2053, -2.6679, -1.8298)
N (-0.1537, 0.6866, 1.8516)
O (-0.9716, 1.7883, 1.4221)
S (-0.7516, 2.4684, -0.1602)
H (-1.9897, 2.1305, -0.3874)
H (1.7009, -3.3012, -2.4070)
H (0.7193, 0.7791, 1.4343)
H (-0.5951, -0.2222, 1.4663)

Atomic partial charges in e from the natural (NBO) method, atoms 1 to 6: number 1, C, carries 0.290; number 2, N, carries -0.734; number 3, N, carries -0.482; number 4, O, carries -0.536; number 5, S, carries 0.248; number 6, H, carries 0.101

Q | DFT (the ωB97M-V functional and the def2-TZVPD basis) results for CH4N2OS in the gas phase.

Element x y z (Å)
C (2.0082, 1.5263, 0.3640)
N (0.7973, 1.3956, -0.0140)
N (-1.9306, -1.9197, -0.1722)
O (-0.6591, -1.3979, -0.2022)
S (-0.3893, 0.5768, -0.5022)
H (2.6185, 0.8088, 0.8633)
H (2.3437, 2.5295, 0.4970)
H (-2.5832, -1.3371, 0.3181)
H (-2.2055, -2.1822, -1.1518)

As for the SMILES: C=NSON.

Atomic partial charges in e from the natural (NBO) method, atoms 1 to 6: number 1, C, carries -0.123; number 2, N, carries -0.591; number 3, N, carries -0.494; number 4, O, carries -0.560; number 5, S, carries 0.728; number 6, H, carries 0.184

From most stable to least stable, the computed energies give P, Q.

P | DFT (the ωB97M-V functional and the def2-TZVPD basis) results for CH4N2OS in the gas phase.

Element x y z (Å)
C (0.5142, 0.8420, -0.1989)
H (-1.5471, -1.1197, 0.9454)
H (-1.3096, 1.5343, 0.4091)
H (0.8928, 1.8780, -0.3206)
H (1.7132, -1.9258, -0.1569)
N (-0.8481, 0.7657, -0.0830)
N (1.4175, -0.0328, -0.2244)
O (0.9777, -1.3356, -0.0969)
S (-1.8106, -0.6059, -0.2739)

As for the SMILES: O/N=C\NS.

Atomic partial charges in e from the natural (NBO) method, atoms 1 to 6: number 1, C, carries 0.191; number 2, H, carries 0.095; number 3, H, carries 0.401; number 4, H, carries 0.190; number 5, H, carries 0.479; number 6, N, carries -0.795

Q | DFT (the ωB97M-V functional and the def2-TZVPD basis) results for a 2-piece molecular cluster, CH4N2OS overall.

Element x y z (Å)
C (1.5324, 1.3184, 0.0812)
N (-2.2024, -0.5799, -0.1110)
N (-1.5075, -0.0509, -0.9328)
O (-0.6419, 2.6462, 0.3796)
S (-0.0664, 1.3037, 0.4383)
H (2.2746, 2.1138, -0.2174)
H (-2.2965, -0.4254, 0.8963)
H (-2.9391, -1.2935, -0.4944)
H (1.8862, 0.2505, -0.1126)

Atomic partial charges in e from the natural (NBO) method, atoms 1 to 6: number 1, C, carries -0.850; number 2, N, carries -0.378; number 3, N, carries -0.171; number 4, O, carries -0.935; number 5, S, carries 1.214; number 6, H, carries 0.245

From most stable to least stable, the computed energies give P, Q.

P | DFT (the ωB97M-V functional and the def2-TZVPD basis) results for a 2-piece molecular cluster, C6H14 overall.

Element x y z (Å)
C (0.5720, -1.1604, -1.5403)
C (-0.0674, -0.4328, -0.6244)
C (-1.3268, 0.3248, -0.9627)
C (0.4264, -0.3820, 0.8109)
C (0.7071, 1.0429, 1.3030)
C (-0.5613, -1.0925, 1.7446)
H (1.4757, -1.7156, -1.2971)
H (0.2132, -1.2353, -2.5649)
H (1.1207, 2.0541, -2.6910)
H (1.1472, 1.5543, -2.1400)
H (-2.1865, -0.0616, -0.4010)
H (-1.5582, 0.2456, -2.0290)
H (-1.2352, 1.3897, -0.7169)
H (1.3743, -0.9361, 0.8417)
H (-0.2117, 1.6385, 1.3635)
H (1.4088, 1.5671, 0.6442)
H (1.1435, 1.0152, 2.3083)
H (-0.7712, -2.1070, 1.3889)
H (-0.1580, -1.1593, 2.7611)
H (-1.5126, -0.5497, 1.8009)

As for the SMILES: C=C(C)C(C)C.[H][H].

Atomic partial charges in e from the natural (NBO) method, atoms 1 to 6: number 1, C, carries -0.416; number 2, C, carries 0.047; number 3, C, carries -0.660; number 4, C, carries -0.259; number 5, C, carries -0.604; number 6, C, carries -0.601

Q | DFT (the ωB97M-V functional and the def2-TZVPD basis) results for a 2-piece molecular cluster, C6H14 overall.

Element x y z (Å)
C (-1.6612, 1.0925, -0.2674)
C (-0.6872, 0.1851, -0.2402)
C (-0.9394, -1.2499, -0.6313)
C (0.7390, 0.5948, 0.0881)
C (1.4616, -0.3286, 1.0769)
C (1.5296, 0.7110, -1.2202)
H (-1.4774, 2.1329, -0.0055)
H (-2.6782, 0.8329, -0.5567)
H (-2.3345, -0.3897, 1.9012)
H (-1.8814, -0.8081, 2.3153)
H (-0.5383, -1.4584, -1.6315)
H (-2.0106, -1.4721, -0.6480)
H (-0.4616, -1.9536, 0.0597)
H (0.6884, 1.5921, 0.5453)
H (1.6017, -1.3359, 0.6669)
H (0.9231, -0.4203, 2.0273)
H (2.4591, 0.0712, 1.2948)
H (1.0040, 1.3691, -1.9199)
H (2.5329, 1.1145, -1.0457)
H (1.6393, -0.2714, -1.6959)

As for the SMILES: C=C(C)C(C)C.[H][H].

Atomic partial charges in e from the natural (NBO) method, atoms 1 to 6: number 1, C, carries -0.426; number 2, C, carries 0.060; number 3, C, carries -0.662; number 4, C, carries -0.261; number 5, C, carries -0.605; number 6, C, carries -0.598

From most stable to least stable, the computed energies give P, Q.

P | DFT (the ωB97M-V functional and the def2-TZVPD basis) results for C6H14 in the gas phase.

Element x y z (Å)
C (0.1040, 1.7660, -1.8566)
C (-0.1362, 1.4035, -0.3956)
C (0.0823, -0.0931, -0.0989)
C (1.5332, -0.4293, 0.1674)
C (-0.8662, -0.5724, 1.0158)
C (-0.8959, -2.0895, 1.1581)
H (1.1603, 1.7340, -2.1509)
H (-0.4579, 1.0790, -2.4837)
H (-0.2600, 2.7701, -2.0960)
H (-1.1564, 1.6991, -0.1399)
H (0.5033, 2.0027, 0.2736)
H (-0.2487, -0.6275, -0.9963)
H (1.6537, -1.5122, 0.1386)
H (1.9186, -0.0923, 1.1255)
H (2.1769, -0.1016, -0.6501)
H (-0.4737, -0.1588, 1.9554)
H (-1.8535, -0.1691, 0.8083)
H (0.0702, -2.5193, 1.4161)
H (-1.6196, -2.3881, 1.9154)
H (-1.2225, -2.5632, 0.2271)

As for the SMILES: CCC(C)CC.

Atomic partial charges in e from the natural (NBO) method, atoms 1 to 6: number 1, C, carries -0.604; number 2, C, carries -0.390; number 3, C, carries -0.213; number 4, C, carries -0.613; number 5, C, carries -0.384; number 6, C, carries -0.608

Q | DFT (the ωB97M-V functional and the def2-TZVPD basis) results for a 2-piece molecular cluster, C6H14 overall.

Element x y z (Å)
C (-1.6667, 1.1053, -0.2281)
C (-0.6717, 0.2196, -0.2892)
C (-0.9173, -1.2107, -0.6993)
C (0.7587, 0.6380, 0.0019)
C (1.4157, -0.1795, 1.1205)
C (1.6024, 0.5799, -1.2775)
H (-1.4914, 2.1385, 0.0646)
H (-2.6909, 0.8342, -0.4753)
H (-2.4326, -1.0034, 2.4013)
H (-1.9296, -0.5717, 2.0625)
H (-0.4038, -1.4497, -1.6390)
H (-1.9852, -1.4012, -0.8410)
H (-0.5481, -1.9149, 0.0562)
H (0.7238, 1.6847, 0.3328)
H (1.5477, -1.2290, 0.8311)
H (0.8235, -0.1530, 2.0424)
H (2.4102, 0.2231, 1.3462)
H (1.1299, 1.1556, -2.0808)
H (2.6044, 0.9873, -1.1033)
H (1.7210, -0.4533, -1.6260)

As for the SMILES: C=C(C)C(C)C.[H][H].

Atomic partial charges in e from the natural (NBO) method, atoms 1 to 6: number 1, C, carries -0.416; number 2, C, carries 0.047; number 3, C, carries -0.660; number 4, C, carries -0.259; number 5, C, carries -0.604; number 6, C, carries -0.601

From most stable to least stable, the computed energies give P, Q.

P | DFT (the ωB97M-V functional and the def2-TZVPD basis) results for a 2-piece molecular cluster, C2H8N4 overall.

Element x y z (Å)
C (-1.5744, 0.1995, 1.1848)
C (1.2746, 1.2227, -1.2704)
N (-0.9021, -0.6002, 0.1806)
N (0.5813, 0.0253, -0.8704)
N (-0.3926, -1.7041, 0.4170)
N (0.3915, -2.2822, 1.1752)
H (0.1003, -0.3733, -1.6767)
H (1.3362, -2.2799, 0.7563)
H (-1.8596, -0.4336, 2.0328)
H (-2.4951, 0.5971, 0.7550)
H (-0.9143, 1.0091, 1.4958)
H (0.6201, 1.9772, -1.7356)
H (1.7971, 1.6591, -0.4179)
H (2.0370, 0.9834, -2.0265)

Atomic partial charges in e from the natural (NBO) method, atoms 1 to 6: number 1, C, carries -0.443; number 2, C, carries -0.457; number 3, N, carries -0.090; number 4, N, carries -0.591; number 5, N, carries 0.122; number 6, N, carries -0.416

Q | DFT (the ωB97M-V functional and the def2-TZVPD basis) results for C2H8N4 in the gas phase.

Element x y z (Å)
C (-0.3731, -1.2425, -0.6853)
N (0.8884, 1.7049, -0.4261)
C (-0.0739, 1.0197, 0.0197)
N (1.0911, -0.6991, 1.1570)
N (-1.3391, 1.5318, 0.0603)
N (-0.0786, -0.3623, 0.4332)
H (1.7781, 1.2229, -0.4755)
H (0.9360, -1.5938, 1.6147)
H (1.9154, -0.7894, 0.5371)
H (-1.9741, 1.0914, 0.6859)
H (-1.3992, 2.5350, -0.0180)
H (0.5273, -1.4948, -1.2574)
H (-0.8101, -2.1611, -0.3000)
H (-1.0883, -0.7626, -1.3456)

As for the SMILES: [H]/N=C(/N)N(C)N.

Atomic partial charges in e from the natural (NBO) method, atoms 1 to 6: number 1, C, carries -0.423; number 2, N, carries -0.737; number 3, C, carries 0.575; number 4, N, carries -0.653; number 5, N, carries -0.818; number 6, N, carries -0.337

From most stable to least stable, the computed energies give Q, P.